This record from the Open Molecules 2025 dataset describes one molecule with the formula C11H15N2OP in a non-equilibrium geometry. The level of theory is the ωB97M-V functional and the def2-TZVPD basis.

Each atom is followed by the atoms it is bonded to, with distances in Å.
Atoms and positions in Å:
1 P -0.6581 1.4959 0.7850  O2 1.573, N3 1.907, C14 1.915
2 O -0.6328 2.2378 -0.6021  P1 1.573, C15 1.440
3 N 0.8633 0.3751 0.5301  P1 1.907, N4 1.365, C10 1.455
4 N 2.0066 0.6502 -0.1630  N3 1.365, C13 1.336
5 C 2.3134 -1.3298 0.9777  C10 1.528, C13 1.584, H27 1.160, H29 1.071
6 C -3.2352 -1.7491 0.8357  C8 1.444, C11 1.387, H30 1.077
7 C 4.1370 -0.3498 -0.8107  C13 1.432, H19 1.137, H21 1.162, H22 1.131
8 C -3.8859 -1.6503 -0.4501  C6 1.444, C12 1.355, H17 1.024
9 C -2.6198 0.2735 -1.0278  C12 1.355, C14 1.452, H24 1.133
10 C 1.0812 -0.6345 1.5548  N3 1.455, C5 1.528, H16 1.107, H20 1.107
11 C -2.2832 -0.7900 1.1485  C6 1.387, C14 1.363, H26 1.126
12 C -3.5991 -0.6252 -1.2883  C8 1.355, C9 1.355, H23 1.052
13 C 2.9714 -0.2568 0.0158  N4 1.336, C5 1.584, C7 1.432
14 C -1.9370 0.1751 0.2504  P1 1.915, C9 1.452, C11 1.363
15 C 0.3176 3.2769 -0.9050  O2 1.440, H18 1.139, H25 1.149, H28 1.049
16 H 0.3011 -1.3992 1.7336  C10 1.107
17 H -4.6562 -2.2922 -0.6571  C8 1.024
18 H 1.2743 2.6644 -0.8212  C15 1.139
19 H 4.9079 -1.0453 -0.3464  C7 1.137
20 H 1.2695 -0.1633 2.5391  C10 1.107
21 H 4.4688 0.7602 -0.8990  C7 1.162
22 H 3.8576 -0.5523 -1.8879  C7 1.131
23 H -4.0849 -0.4677 -2.2081  C12 1.052
24 H -2.3376 1.0889 -1.7628  C9 1.133
25 H 0.1569 3.5295 -2.0142  C15 1.149
26 H -1.9123 -0.7291 2.2099  C11 1.126
27 H 1.9578 -2.2270 0.3347  C5 1.160
28 H 0.2658 4.0803 -0.2332  C15 1.049
29 H 3.0266 -1.7688 1.6454  C5 1.071
30 H -3.3345 -2.5775 1.5165  C6 1.077

Summary:
Energy relative to the best compared isomer or geometry (same formula, charge and spin) = 1.4639 eV
HOMO-LUMO gap = 8.131 eV
Charge = 0
Structure (SMILES) = COP(c1ccccc1)N1CCC(C)=N1

=====

This record from the Open Molecules 2025 dataset describes one molecule with the formula C11H15N3O4. The level of theory is the ωB97M-V functional and the def2-TZVPD basis.

Each atom is followed by the atoms it is bonded to, with distances in Å.
Atoms and positions in Å:
1 O -3.7129 -1.7839 -0.0110  C14 1.204
2 O 2.0796 2.4924 -1.9677  C9 1.420, C13 1.360
3 O 2.6085 2.5694 0.2405  C13 1.204
4 O -2.6804 -1.1438 1.9098  C11 1.418, C14 1.360
5 N -3.6405 -3.1379 1.8135  C12 1.441, C14 1.351, H28 1.007
6 N -0.6975 1.0661 -0.1828  C8 1.326, C18 1.323
7 N 4.2083 2.6555 -1.3713  C10 1.441, C13 1.351, H25 1.007
8 C -1.0490 -0.0486 0.4426  N6 1.326, C11 1.508, C17 1.389
9 C 0.7086 2.3693 -1.6179  O2 1.420, C18 1.507, H22 1.093, H23 1.095
10 C 5.3358 2.8120 -0.4886  N7 1.441, H27 1.089, H29 1.091, H30 1.092
11 C -2.2889 0.0708 1.2918  O4 1.418, C8 1.508, H24 1.096, H32 1.093
12 C -4.4410 -4.2059 1.2715  N5 1.441, H21 1.089, H31 1.091, H33 1.092
13 C 2.9389 2.5753 -0.9169  O2 1.360, O3 1.204, N7 1.351
14 C -3.3820 -2.0046 1.1254  O1 1.204, O4 1.360, N5 1.351
15 C 0.7885 -1.2408 -0.4909  C16 1.383, C17 1.385, H26 1.081
16 C 1.1486 -0.0818 -1.1549  C15 1.383, C18 1.390, H20 1.079
17 C -0.3263 -1.2289 0.3306  C8 1.389, C15 1.385, H19 1.078
18 C 0.3772 1.0571 -0.9544  N6 1.323, C9 1.507, C16 1.390
19 H -0.6285 -2.1123 0.8704  C17 1.078
20 H 2.0081 -0.0524 -1.8065  C16 1.079
21 H -4.6585 -3.9543 0.2350  C12 1.089
22 H 0.1646 2.4641 -2.5616  C9 1.093
23 H 0.4119 3.1798 -0.9445  C9 1.095
24 H -3.1029 0.4485 0.6624  C11 1.096
25 H 4.3519 2.6930 -2.3671  N7 1.007
26 H 1.3694 -2.1440 -0.6110  C15 1.081
27 H 4.9581 2.7604 0.5310  C10 1.089
28 H -3.3531 -3.1777 2.7778  N5 1.007
29 H 6.0615 2.0124 -0.6472  C10 1.091
30 H 5.8249 3.7762 -0.6433  C10 1.092
31 H -3.8948 -5.1501 1.3088  C12 1.091
32 H -2.1088 0.7771 2.1059  C11 1.093
33 H -5.3792 -4.3125 1.8205  C12 1.092

Summary:
Energy relative to the best compared isomer or geometry (same formula, charge and spin) = 0.7529 eV
HOMO-LUMO gap = 9.917 eV
Charge = 0
Structure (SMILES) = CNC(=O)OCc1cccc(COC(=O)NC)n1

=====

This record from the Open Molecules 2025 dataset describes one molecule with the formula C11H15NO in a non-equilibrium geometry. The level of theory is the ωB97M-V functional and the def2-TZVPD basis.

Each atom is followed by the atoms it is bonded to, with distances in Å.
Atoms and positions in Å:
1 O 4.2668 -0.3878 0.5731  C6 1.378, H23 1.044
2 N -1.0323 0.4274 -0.7975  C4 1.401, C5 1.484, C7 1.377
3 C -2.4223 -1.5227 0.0023  C7 1.576, C12 1.619, H19 1.164, H27 1.151
4 C 0.3134 0.2177 -0.4677  N2 1.401, C10 1.395, C11 1.374
5 C -1.8926 1.4339 -0.1265  N2 1.484, C9 1.530, H15 1.162, H20 1.188
6 C 2.9803 -0.0826 0.1839  O1 1.378, C8 1.338, C13 1.389
7 C -1.7535 -0.6893 -1.1565  N2 1.377, C3 1.576, H18 1.160, H21 1.100
8 C 2.5257 1.1627 0.0044  C6 1.338, C10 1.422, H28 1.136
9 C -3.0904 0.9228 0.6760  C5 1.530, C12 1.597, H16 1.125, H24 1.144
10 C 1.1364 1.3235 -0.2520  C4 1.395, C8 1.422, H22 1.108
11 C 0.7730 -1.0623 -0.2728  C4 1.374, C13 1.417, H25 1.062
12 C -2.8444 -0.5548 1.2292  C3 1.619, C9 1.597, H14 1.171, H17 1.064
13 C 2.1535 -1.1865 0.0191  C6 1.389, C11 1.417, H26 1.081
14 H -3.8299 -0.9070 1.7537  C12 1.171
15 H -1.1171 1.9338 0.5794  C5 1.162
16 H -4.0528 0.9508 0.0939  C9 1.125
17 H -2.0427 -0.4940 1.9255  C12 1.064
18 H -0.9989 -1.3241 -1.7674  C7 1.160
19 H -1.7588 -2.3257 0.5220  C3 1.164
20 H -2.3120 2.3157 -0.8037  C5 1.188
21 H -2.4952 -0.2527 -1.8421  C7 1.100
22 H 0.6474 2.3148 -0.3338  C10 1.108
23 H 4.7143 0.5397 0.4030  O1 1.044
24 H -3.2869 1.6260 1.5566  C9 1.144
25 H 0.0945 -1.8781 -0.2274  C11 1.062
26 H 2.5166 -2.1947 0.1617  C13 1.081
27 H -3.3681 -2.0540 -0.3837  C3 1.151
28 H 3.1063 2.0852 0.3237  C8 1.136

Summary:
Energy relative to the best compared isomer or geometry (same formula, charge and spin) = 1.9946 eV
HOMO-LUMO gap = 8.325 eV
Charge = 0
Structure (SMILES) = Oc1ccc(N2CCCCC2)cc1

=====

This record from the Open Molecules 2025 dataset describes a 2-piece molecular cluster, C11H15NO overall in a non-equilibrium geometry. The level of theory is the ωB97M-V functional and the def2-TZVPD basis.

Each atom is followed by the atoms it is bonded to, with distances in Å.
Atoms and positions in Å:
1 O -2.2810 1.7155 0.1388  C6 1.466, H20 0.983
2 N 0.8116 0.6511 1.0824  C10 1.348, C11 1.409, H14 1.011
3 C 0.6641 -1.4209 0.3272  C5 1.464, C7 1.446, C11 1.435
4 C 0.3130 -2.5903 2.6021  C7 1.439, H15 1.071, H23 1.193, H24 1.126
5 C 0.6178 -2.4577 -0.7052  C3 1.464, C12 1.417, H17 0.956
6 C -1.5182 2.6999 -0.6351  O1 1.466, C9 1.553, H18 1.119, H25 1.201
7 C 0.5839 -1.4477 1.7708  C3 1.446, C4 1.439, C10 1.362
8 C 1.1766 0.3681 -1.4794  C11 1.458, C13 1.366, H22 1.043
9 C -2.6615 3.6876 -0.9930  C6 1.553, H21 1.111, H27 1.110, H28 1.046
10 C 0.7578 -0.1552 2.1620  N2 1.348, C7 1.362, H16 1.073
11 C 0.8710 -0.0749 -0.1240  N2 1.409, C3 1.435, C8 1.458
12 C 1.0468 -2.0447 -1.9905  C5 1.417, C13 1.436, H26 1.063
13 C 1.2011 -0.6678 -2.3689  C8 1.366, C12 1.436, H19 1.074
14 H 0.9274 1.6559 1.0704  N2 1.011
15 H 0.1276 -2.4115 3.6419  C4 1.071
16 H 1.0265 0.3166 3.0873  C10 1.073
17 H 0.4904 -3.4047 -0.7179  C5 0.956
18 H -0.9484 3.2718 0.1399  C6 1.119
19 H 1.4942 -0.5257 -3.3920  C13 1.074
20 H -1.6532 1.1920 0.6844  O1 0.983
21 H -2.4989 4.5200 -1.7102  C9 1.111
22 H 1.3368 1.3816 -1.6673  C8 1.043
23 H 0.9757 -3.5753 2.7162  C4 1.193
24 H -0.5686 -3.1245 2.1486  C4 1.126
25 H -1.0728 2.3774 -1.7029  C6 1.201
26 H 0.9677 -2.8281 -2.7052  C12 1.063
27 H -2.9589 4.2696 -0.0959  C9 1.110
28 H -3.3930 3.2241 -1.5798  C9 1.046

Summary:
Energy relative to the best compared isomer or geometry (same formula, charge and spin) = 2.5925 eV
HOMO-LUMO gap = 8.690 eV
Charge = 0
Structure (SMILES) = Cc1c[nH]c2ccccc12.CCO

=====

This record from the Open Molecules 2025 dataset describes a 2-piece molecular cluster, C11H15NO3 overall in a non-equilibrium geometry. The level of theory is the ωB97M-V functional and the def2-TZVPD basis.

Each atom is followed by the atoms it is bonded to, with distances in Å.
Atoms and positions in Å:
1 O 1.7376 3.1000 -1.0369  C5 1.144
2 O 0.2926 3.4411 0.7197  C5 1.161
3 O -2.0731 1.1224 -1.5791  C7 1.472, H16 0.912
4 N -1.4003 0.9241 0.6903  C10 1.524, C13 1.511, H23 1.084, H30 1.037
5 C 0.9714 3.2280 -0.1973  O1 1.144, O2 1.161
6 C -1.4765 -1.2393 -1.8284  C7 1.580, H18 1.111, H26 1.097, H29 1.169
7 C -0.9160 0.2129 -1.5560  O3 1.472, C6 1.580, C10 1.498, H20 1.059
8 C 1.5523 0.6651 1.4013  C11 1.420, C15 1.375, H25 1.139
9 C 3.7664 0.2179 0.6387  C12 1.399, C15 1.371, H22 1.157
10 C -0.2840 0.4127 -0.2127  N4 1.524, C7 1.498, C11 1.405
11 C 1.0765 0.2886 0.1174  C8 1.420, C10 1.405, C14 1.410
12 C 3.3052 -0.2104 -0.6109  C9 1.399, C14 1.337, H27 1.005
13 C -1.5935 0.0366 1.8973  N4 1.511, H17 1.222, H19 1.081, H21 1.130
14 C 1.9902 -0.1803 -0.8482  C11 1.410, C12 1.337, H28 1.014
15 C 2.8861 0.4563 1.6625  C8 1.375, C9 1.371, H24 1.168
16 H -2.2376 1.1502 -2.4757  O3 0.912
17 H -2.4585 0.5841 2.5639  C13 1.222
18 H -2.2033 -1.2230 -2.6686  C6 1.111
19 H -0.7814 -0.2797 2.5375  C13 1.081
20 H -0.1995 0.6374 -2.2103  C7 1.059
21 H -2.1367 -0.8551 1.4659  C13 1.130
22 H 4.8671 0.2175 0.9961  C9 1.157
23 H -2.3626 0.9293 0.1902  N4 1.084
24 H 3.2668 0.6573 2.7485  C15 1.168
25 H 0.9756 1.0363 2.3111  C8 1.139
26 H -0.7530 -1.9649 -2.2187  C6 1.097
27 H 3.8933 -0.5012 -1.3717  C12 1.005
28 H 1.7057 -0.5179 -1.7613  C14 1.014
29 H -1.8121 -1.8635 -0.8984  C6 1.169
30 H -1.1348 1.8226 1.1343  N4 1.037

Summary:
Energy relative to the best compared isomer or geometry (same formula, charge and spin) = 3.8066 eV
HOMO-LUMO gap = 6.119 eV
Charge = 0

=====

This record from the Open Molecules 2025 dataset describes a 2-piece molecular cluster, C11H15NS overall in a non-equilibrium geometry. The level of theory is the ωB97M-V functional and the def2-TZVPD basis.

Each atom is followed by the atoms it is bonded to, with distances in Å.
Atoms and positions in Å:
1 S 1.0505 0.5186 2.1161  C10 1.856, H14 1.334
2 N -0.6236 1.3029 -0.8472  C8 1.381, C11 1.385, H17 1.003
3 C -0.3298 1.2966 4.5016  C10 1.516, H18 1.095, H20 1.088, H23 1.089
4 C -1.4876 -0.4124 -2.0400  C7 1.524, C8 1.372, C12 1.432
5 C 2.6986 -0.3122 -1.5125  C6 1.404, C9 1.376, H22 1.081
6 C 2.1701 -1.4040 -2.2195  C5 1.404, C13 1.393, H25 1.085
7 C -2.5864 -1.3037 -2.6050  C4 1.524, H16 1.086, H21 1.095, H27 1.087
8 C -1.7841 0.6945 -1.2850  N2 1.381, C4 1.372, H28 1.080
9 C 1.8138 0.6015 -0.9880  C5 1.376, C11 1.400, H26 1.082
10 C -0.0982 0.1572 3.5288  S1 1.856, C3 1.516, H15 1.094, H24 1.083
11 C 0.4285 0.4456 -1.1218  N2 1.385, C9 1.400, C12 1.403
12 C -0.0872 -0.6416 -1.8439  C4 1.432, C11 1.403, C13 1.411
13 C 0.8133 -1.4902 -2.5225  C6 1.393, C12 1.411, H19 1.076
14 H 2.1908 0.6361 2.7981  S1 1.334
15 H 0.5305 -0.5122 4.1234  C10 1.094
16 H -3.3309 -0.6471 -3.0451  C7 1.086
17 H -0.5327 2.1540 -0.3239  N2 1.003
18 H 0.6208 1.6885 4.8791  C3 1.095
19 H 0.5834 -2.1928 -3.3039  C13 1.076
20 H -0.7892 2.2000 4.1051  C3 1.088
21 H -3.1042 -1.8039 -1.7801  C7 1.095
22 H 3.7666 -0.1472 -1.5139  C5 1.081
23 H -0.9262 0.9556 5.3461  C3 1.089
24 H -0.9933 -0.3111 3.1381  C10 1.083
25 H 2.8045 -2.1302 -2.7162  C6 1.085
26 H 2.1676 1.5443 -0.5935  C9 1.082
27 H -2.2825 -2.1131 -3.2645  C7 1.087
28 H -2.6829 1.2263 -1.0098  C8 1.080

Summary:
Energy relative to the best compared isomer or geometry (same formula, charge and spin) = 0.8576 eV
HOMO-LUMO gap = 8.342 eV
Charge = 0
Structure (SMILES) = Cc1c[nH]c2ccccc12.CCS

=====

This record from the Open Molecules 2025 dataset describes a 2-piece molecular cluster, C11H15NS overall in a non-equilibrium geometry. The level of theory is the ωB97M-V functional and the def2-TZVPD basis.

Each atom is followed by the atoms it is bonded to, with distances in Å.
Atoms and positions in Å:
1 S -1.8210 1.2313 3.7786  C13 1.895, H21 1.354
2 N -0.1709 -1.7130 -2.7042  C5 1.387, C12 1.463, H18 0.991
3 C -1.7406 -0.6288 -1.0278  C4 1.425, C5 1.361, H20 1.020
4 C -1.8950 0.3924 -0.0454  C3 1.425, C8 1.389, H25 1.112
5 C -0.5980 -0.8064 -1.7450  N2 1.387, C3 1.361, C9 1.457
6 C 0.2479 1.2716 -0.8129  C8 1.385, C9 1.348, H27 1.100
7 C 1.4865 -0.0740 -2.6054  C9 1.475, C10 1.493, C12 1.347
8 C -0.8824 1.3430 -0.0160  C4 1.389, C6 1.385, H19 1.097
9 C 0.4597 0.1823 -1.5783  C5 1.457, C6 1.348, C7 1.475
10 C 2.6507 0.8375 -2.8124  C7 1.493, H16 1.081, H22 1.106, H26 1.170
11 C -0.3200 -1.0477 3.4125  C13 1.514, H17 1.101, H24 1.151, H28 1.088
12 C 1.0705 -1.1747 -3.2606  N2 1.463, C7 1.347, H15 1.100
13 C -0.2701 0.2338 4.2173  S1 1.895, C11 1.514, H14 1.111, H23 1.051
14 H 0.6497 0.8543 4.1671  C13 1.111
15 H 1.5813 -1.6368 -4.1176  C12 1.100
16 H 3.5606 0.5002 -2.3369  C10 1.081
17 H -0.8885 -0.9968 2.4712  C11 1.101
18 H -0.5644 -2.5753 -2.9932  N2 0.991
19 H -1.0986 2.0887 0.7592  C8 1.097
20 H -2.6219 -1.1268 -1.1541  C3 1.020
21 H -1.8176 1.0783 2.4329  S1 1.354
22 H 2.5392 1.8672 -2.4237  C10 1.106
23 H -0.3082 -0.0556 5.2270  C13 1.051
24 H -0.9258 -1.8616 3.9568  C11 1.151
25 H -2.8501 0.4170 0.5239  C4 1.112
26 H 2.9320 1.0056 -3.9359  C10 1.170
27 H 1.0175 2.0520 -0.7190  C6 1.100
28 H 0.5778 -1.6576 3.3420  C11 1.088

Summary:
<S²> = 0.753
Energy relative to the best compared isomer or geometry (same formula, charge and spin) = 2.7721 eV
2S+1 = 2
HOMO-LUMO gap (alpha / beta) = 6.856 / 1.790 eV
Charge = +1